1.
Density functional theory data (ωB97M-V/def2-TZVPD) for a structure of composition H12O6 at a distorted geometry.

XYZ file:
```
18
Properties=species:S:1:pos:R:3:forces:R:3
O 8.161394 21.126195 8.233398 -0.2 -3.8 0.0
O 11.776036 22.874770 11.050105 0.0 -0.2 0.0
O 8.839958 22.754927 9.763471 4.4 1.5 -4.8
O 7.873187 24.729413 10.139635 -1.4 2.9 0.2
O 8.008454 23.031316 7.523264 -0.8 2.9 -2.2
O 8.392597 22.107801 11.659861 -2.0 -2.5 5.8
H 7.318368 23.686256 7.628423 -0.2 0.7 -0.2
H 12.133317 23.762737 11.039417 0.1 0.3 0.1
H 8.818812 23.503833 7.713736 0.0 0.5 -0.4
H 7.546050 20.855626 8.914849 -0.7 -1.0 0.2
H 8.390797 22.140303 9.183198 0.0 -0.8 -1.1
H 7.457208 22.257544 11.522578 -0.2 0.0 0.4
H 9.718040 22.838075 9.391605 0.3 0.1 -0.2
H 8.181452 23.978756 9.631967 -0.2 0.4 0.3
H 7.185374 24.372822 10.701752 -0.1 0.1 0.3
H 8.866909 20.480770 8.277108 0.2 -0.7 0.1
H 8.806829 22.425847 10.857689 0.5 -0.1 1.7
H 11.442438 22.739630 10.163155 0.2 -0.1 -0.1
```
Positions in Å, forces in eV/Å.

=====

2.
Density functional theory data (ωB97M-V/def2-TZVPD) for a cluster of 6 separate species, H12O6 in total at a distorted geometry.

XYZ file:
```
18
Properties=species:S:1:pos:R:3:forces:R:3
O 0.661419 2.120876 2.176021 -1.0 1.6 0.1
O 2.304502 0.068108 1.111561 -1.1 -1.8 2.5
O -2.460203 -0.432948 -0.584206 -4.1 1.7 2.9
O 1.819503 -1.158338 -1.071377 -2.5 0.5 -1.5
O -1.516549 1.775917 0.598461 2.6 -1.3 -2.1
O -0.646068 -1.602077 -2.426044 0.5 0.6 0.3
H -1.970623 0.938454 0.264380 0.5 1.2 0.4
H -1.047510 -2.460456 -2.378235 0.0 -0.8 -0.1
H 0.273161 -1.677745 -2.076924 -0.5 0.1 0.0
H 2.174548 0.993947 1.070983 -0.1 1.9 -0.3
H -3.179463 -1.061692 -0.415243 0.2 0.5 0.1
H 1.784725 -0.118436 1.954282 1.2 0.1 -1.4
H 0.009649 2.881843 2.157131 1.4 -0.9 0.2
H -0.609235 1.740928 0.053238 -3.1 0.3 1.6
H 2.592340 -1.654154 -1.089146 2.2 -1.3 0.0
H 1.656561 -0.916377 -0.163407 0.3 0.5 0.7
H -1.878269 -0.894027 -1.073635 3.8 -2.4 -3.2
H 0.031513 1.456178 1.892160 -0.4 -0.5 -0.1
```
Positions in Å, forces in eV/Å.

Values from the calculation:
- SMILES string: O.O.O.O.O.O

=====

3.
Density functional theory data (ωB97M-V/def2-TZVPD) for a cluster of 6 separate species, H12O6 in total at a distorted geometry.

XYZ file:
```
18
Properties=species:S:1:pos:R:3:forces:R:3
O -1.045222 -1.084503 0.464086 -0.6 1.7 -1.4
O -1.322954 1.350710 -1.797132 0.6 1.8 1.2
O -1.103647 -2.987799 -1.792525 -1.6 0.4 0.8
O -0.974326 -0.808772 2.888144 -0.6 2.0 -0.1
O 1.210496 1.786528 0.607960 0.4 -2.6 0.7
O 3.311183 1.714025 -0.105180 1.3 0.7 0.1
H 3.136361 2.509623 0.461470 0.4 -1.2 -0.9
H -1.826654 -0.790070 2.414629 0.8 -0.2 0.2
H 0.456462 1.591580 0.086416 -1.5 0.1 -0.7
H -0.171752 -0.817593 0.763500 0.1 -0.3 0.4
H 4.253125 1.544164 -0.158751 0.3 0.3 0.2
H -2.197207 1.452045 -2.189359 0.1 0.1 0.1
H -1.405135 -0.192577 0.210165 0.3 -1.3 -0.1
H 1.725858 0.908590 0.440881 -0.9 2.6 0.6
H -1.116814 2.235675 -1.345334 -0.7 -1.8 -1.2
H -0.978729 -1.603644 3.364192 0.0 -1.7 1.1
H -1.680305 -3.665657 -2.139436 -0.1 -0.3 -0.1
H -0.270740 -3.142326 -2.173727 1.7 -0.3 -0.8
```
Positions in Å, forces in eV/Å.

Values from the calculation:
- SMILES string: O.O.O.O.O.O

=====

Here are the calculated gap between HOMO and LUMO numbers, same order: 0.3547 0.4231 0.3858 (Ha).
Here are the calculated relative energy (zero: lowest compared OMol25 entry of this formula, charge and spin) numbers, same order: 144.9 33.3 65.2 (kcal/mol).